Below is a molecular structure, C36H45BrGeN7OPSeV, with properties calculated with ωB97M-V/def2-TZVPD.

As for the charge: -2. As for the expectation value of S²: 4.181. The calculation puts the HOMO energy (alpha / beta) at 0.5 / -0.3 eV. Its spin multiplicity is 4.

CARTESIAN COORDINATES (ANGSTROEM)
V1 -0.55 0.58 0.83
C1 -4.31 -2.39 -1.94
N1 -3.01 -1.96 -1.49
C2 -1.80 -2.57 -1.80
C3 -0.84 -1.78 -1.27
N2 -1.43 -0.69 -0.65
C4 -2.75 -0.79 -0.82
P1 -4.09 0.34 -0.44
C5 -3.11 1.85 -0.34
N3 -1.83 2.04 0.02
C6 -1.51 3.35 -0.29
C7 -2.61 3.99 -0.75
N4 -3.62 3.04 -0.76
C8 -4.94 3.23 -1.32
C9 -3.60 0.57 3.39
N5 -2.25 0.66 3.25
C10 -1.71 1.70 3.98
C11 -2.74 2.32 4.60
N6 -3.87 1.62 4.22
C12 -5.21 1.92 4.68
H1 -4.28 -3.46 -2.13
H2 -4.61 -1.87 -2.86
H3 -5.05 -2.18 -1.17
H4 -1.76 -3.50 -2.33
H5 0.23 -1.89 -1.30
H6 -0.51 3.72 -0.16
H7 -2.77 5.00 -1.07
H8 -5.07 4.28 -1.57
H9 -5.71 2.93 -0.61
H10 -5.05 2.62 -2.22
H11 -0.66 1.91 3.98
H12 -2.76 3.17 5.25
H13 -5.28 2.97 4.95
H14 -5.47 1.32 5.56
H15 -5.91 1.70 3.88
O1 4.23 4.19 2.92
C13 3.09 3.49 2.52
C14 1.81 4.04 2.48
C15 0.74 3.29 2.07
N7 0.87 1.96 1.62
C16 2.10 1.45 1.84
Br1 2.17 -0.42 1.45
C17 3.22 2.09 2.27
H16 4.03 5.13 2.83
H17 1.64 5.07 2.79
H18 -0.26 3.70 2.07
H19 4.15 1.57 2.39
C18 1.06 1.05 -2.09
C19 1.82 2.15 -2.53
C20 2.68 2.88 -1.67
C21 3.49 3.90 -2.12
C22 3.50 4.28 -3.47
C23 2.66 3.59 -4.34
C24 1.84 2.56 -3.90
H20 0.90 0.97 -1.01
H21 0.20 0.75 -2.68
H22 2.70 2.62 -0.61
H23 4.12 4.42 -1.41
H24 4.13 5.09 -3.82
H25 2.63 3.86 -5.39
H26 1.19 2.05 -4.60
C25 -1.43 -0.21 2.40
C26 -1.28 -1.54 2.95
C27 -0.61 -2.54 2.21
C28 -0.40 -3.81 2.71
C29 -0.84 -4.16 3.99
C30 -1.50 -3.19 4.74
C31 -1.72 -1.92 4.24
H27 -0.27 -2.31 1.21
H28 0.12 -4.54 2.10
H29 -0.68 -5.15 4.38
H30 -1.86 -3.44 5.74
H31 -2.24 -1.20 4.85
C32 1.76 -4.43 -3.31
Ge1 3.23 -4.19 -2.02
C33 4.41 -5.77 -2.21
C34 2.46 -4.22 -0.22
C35 4.17 -2.51 -2.27
Se1 2.89 -0.95 -2.08
C36 2.26 -1.05 -3.92
H32 1.46 -5.48 -3.33
H33 2.05 -4.13 -4.32
H34 0.91 -3.83 -3.01
H35 3.86 -6.69 -1.98
H36 5.25 -5.70 -1.52
H37 4.80 -5.85 -3.22
H38 1.75 -5.05 -0.11
H39 1.92 -3.29 -0.04
H40 3.23 -4.32 0.54
H41 4.71 -2.44 -3.22
H42 4.90 -2.39 -1.47
H43 2.70 -1.91 -4.41
H44 2.54 -0.13 -4.43
H45 1.17 -1.14 -3.90

Below is 6 unconnected molecules or ions with the total composition C36H45ClF15NO16 in a non-equilibrium geometry, with properties calculated with ωB97M-V/def2-TZVPD.

As for the charge: 0. The calculation puts the HOMO energy at -8.4 eV.

CARTESIAN COORDINATES (ANGSTROEM)
C1 -2.34 1.18 -2.14
C2 -1.50 1.68 -3.33
O1 -1.41 2.86 -3.51
O2 -0.87 0.78 -4.19
C3 0.45 0.55 -3.64
C4 1.21 -0.59 -4.33
C5 0.34 -1.78 -4.80
C6 0.37 -3.03 -3.84
C7 -0.50 -2.68 -2.63
C8 -1.88 -2.81 -2.80
C9 -2.75 -2.46 -1.78
C10 -4.25 -2.61 -2.06
O3 -4.84 -3.57 -1.65
O4 -4.83 -1.63 -2.81
C11 -2.21 -1.98 -0.57
C12 -3.14 -1.55 0.56
O5 -3.97 -0.68 0.21
O6 -3.06 -2.03 1.69
C13 -0.85 -1.89 -0.47
N1 -0.01 -2.22 -1.47
C14 1.43 -2.02 -1.21
C15 1.94 -2.74 0.08
C16 2.38 -1.75 1.19
Cl1 1.26 -1.68 2.58
H1 -1.73 0.95 -1.27
H2 -2.85 0.26 -2.49
H3 -3.13 1.89 -1.88
H4 0.37 0.46 -2.54
H5 1.03 1.48 -3.82
H6 1.74 -0.20 -5.21
H7 1.97 -0.94 -3.62
H8 -0.73 -1.52 -4.88
H9 0.62 -2.12 -5.81
H10 -0.11 -3.87 -4.37
H11 1.39 -3.34 -3.58
H12 -2.25 -3.18 -3.76
H13 -4.13 -1.29 -3.39
H14 -0.45 -1.49 0.47
H15 2.07 -2.32 -2.04
H16 1.59 -0.94 -1.08
H17 2.82 -3.34 -0.20
H18 1.18 -3.46 0.42
H19 2.58 -0.75 0.76
H20 3.35 -2.07 1.58
C17 -1.87 4.21 -6.11
C18 -2.42 4.74 -7.42
O7 -1.54 4.44 -8.51
C19 -1.60 3.20 -8.99
O8 -2.31 2.33 -8.58
C20 -0.63 3.04 -10.17
F1 0.58 3.55 -9.90
F2 -1.10 3.67 -11.26
F3 -0.46 1.76 -10.50
H21 -0.86 4.59 -5.94
H22 -2.51 4.51 -5.28
H23 -1.81 3.12 -6.12
H24 -2.50 5.82 -7.38
H25 -3.42 4.35 -7.62
C21 -3.51 -0.55 4.15
C22 -2.60 -0.02 5.24
O9 -3.00 1.30 5.67
C23 -4.02 1.37 6.51
O10 -4.64 0.44 6.94
C24 -4.28 2.83 6.90
F4 -4.29 3.64 5.83
F5 -3.31 3.27 7.72
F6 -5.44 2.99 7.52
H26 -3.55 0.15 3.32
H27 -3.15 -1.50 3.79
H28 -4.53 -0.68 4.51
H29 -1.59 0.08 4.86
H30 -2.56 -0.69 6.10
C25 -0.25 3.80 7.91
C26 -0.08 3.66 6.42
O11 1.24 3.19 6.08
C27 1.45 1.89 6.22
O12 0.64 1.09 6.60
C28 2.87 1.53 5.79
F7 3.78 2.37 6.31
F8 3.01 1.59 4.45
F9 3.22 0.30 6.17
H31 0.53 4.44 8.33
H32 -1.22 4.22 8.15
H33 -0.17 2.83 8.41
H34 -0.19 4.63 5.94
H35 -0.84 3.00 5.98
C29 3.14 -0.09 9.49
C30 4.14 0.38 10.52
O13 3.86 1.72 10.95
C31 2.88 1.85 11.84
O14 2.24 0.96 12.30
C32 2.72 3.32 12.23
F10 2.71 4.13 11.15
F11 3.74 3.73 13.01
F12 1.59 3.54 12.90
H36 3.10 0.61 8.65
H37 3.40 -1.08 9.11
H38 2.13 -0.14 9.91
H39 5.14 0.40 10.08
H40 4.18 -0.30 11.37
C33 2.52 -3.15 -10.28
C34 2.71 -4.65 -10.28
O15 3.24 -5.11 -9.02
C35 2.37 -5.22 -8.03
O16 1.20 -4.97 -8.09
C36 3.07 -5.76 -6.77
F13 4.23 -5.12 -6.53
F14 3.36 -7.06 -6.89
F15 2.31 -5.62 -5.68
H41 3.46 -2.65 -10.02
H42 2.19 -2.81 -11.26
H43 1.78 -2.84 -9.54
H44 3.43 -4.94 -11.04
H45 1.78 -5.18 -10.51

Below is 9 unconnected molecules or ions with the total composition C36H45F27O18 in a non-equilibrium geometry, with properties calculated with ωB97M-V/def2-TZVPD.

As for the charge: 0. As for the SMILES: CCOC(=O)C(F)(F)F.CCOC(=O)C(F)(F)F.CCOC(=O)C(F)(F)F.CCOC(=O)C(F)(F)F.CCOC(=O)C(F)(F)F.CCOC(=O)C(F)(F)F.CCOC(=O)C(F)(F)F.CCOC(=O)C(F)(F)F.CCOC(=O)C(F)(F)F. The calculation puts the HOMO energy at -11.3 eV.

CARTESIAN COORDINATES (ANGSTROEM)
C1 5.06 3.32 -5.19
C2 4.97 2.22 -6.20
O1 4.08 2.67 -7.22
C3 3.76 1.80 -8.16
O2 3.99 0.62 -8.17
C4 3.18 2.46 -9.42
F1 2.73 1.58 -10.31
F2 2.15 3.25 -9.11
F3 4.10 3.24 -10.00
H1 5.67 3.07 -4.32
H2 4.08 3.65 -4.85
H3 5.45 4.27 -5.57
H4 4.55 1.31 -5.75
H5 5.91 1.97 -6.70
C5 7.56 2.88 -9.23
C6 8.14 3.46 -7.91
O3 8.63 4.79 -8.16
C7 7.73 5.76 -8.27
O4 6.56 5.63 -8.07
C8 8.36 7.05 -8.79
F4 9.50 6.88 -9.48
F5 7.51 7.67 -9.60
F6 8.65 7.85 -7.76
H6 8.36 2.62 -9.92
H7 6.88 3.60 -9.68
H8 6.91 2.02 -9.05
H9 8.93 2.80 -7.57
H10 7.38 3.57 -7.14
C9 8.44 -4.56 -2.58
C10 9.64 -4.36 -3.55
O5 10.76 -5.10 -3.06
C11 11.84 -5.15 -3.81
O6 11.88 -4.69 -4.92
C12 13.04 -5.86 -3.19
F7 12.79 -6.26 -1.93
F8 13.40 -6.86 -3.98
F9 14.10 -5.03 -3.15
H11 7.98 -5.53 -2.77
H12 7.71 -3.77 -2.73
H13 8.91 -4.56 -1.59
H14 9.93 -3.31 -3.64
H15 9.35 -4.76 -4.52
C13 5.54 -1.28 -3.46
C14 6.26 -1.43 -4.79
O7 6.98 -0.20 -4.94
C15 8.29 -0.16 -4.57
O8 8.91 -1.06 -4.10
C16 8.90 1.26 -4.71
F10 9.81 1.12 -5.70
F11 8.00 2.13 -5.15
F12 9.52 1.63 -3.61
H16 6.23 -1.18 -2.62
H17 4.87 -2.13 -3.31
H18 4.90 -0.41 -3.41
H19 5.60 -1.52 -5.65
H20 6.93 -2.29 -4.79
C17 13.09 -0.98 -4.48
C18 13.65 -0.03 -3.44
O9 13.34 1.30 -3.88
C19 12.50 2.06 -3.18
O10 11.97 1.74 -2.16
C20 12.44 3.47 -3.82
F13 11.26 3.69 -4.45
F14 12.42 4.33 -2.79
F15 13.40 3.76 -4.66
H21 13.33 -2.00 -4.16
H22 13.53 -0.75 -5.45
H23 12.01 -0.84 -4.58
H24 14.72 -0.19 -3.31
H25 13.20 -0.30 -2.48
C21 6.29 -8.32 -10.22
C22 6.03 -8.32 -8.71
O11 5.75 -6.98 -8.27
C23 5.50 -6.68 -7.00
O12 5.38 -7.43 -6.09
C24 5.29 -5.14 -6.87
F16 5.10 -4.53 -8.03
F17 4.26 -4.84 -6.08
F18 6.35 -4.55 -6.28
H26 7.19 -7.77 -10.47
H27 5.38 -7.88 -10.64
H28 6.25 -9.29 -10.72
H29 6.91 -8.60 -8.13
H30 5.22 -9.02 -8.52
C25 3.48 -4.53 3.96
C26 4.30 -3.41 3.31
O13 3.75 -2.84 2.13
C27 3.63 -3.54 1.00
O14 3.93 -4.69 0.86
C28 2.94 -2.77 -0.15
F19 2.14 -1.82 0.31
F20 3.87 -2.29 -0.97
F21 2.14 -3.61 -0.83
H31 3.75 -4.68 5.00
H32 3.69 -5.47 3.45
H33 2.42 -4.31 3.84
H34 5.33 -3.68 3.08
H35 4.35 -2.58 4.02
C29 -1.58 -5.33 -3.30
C30 -1.13 -3.99 -2.81
O15 0.00 -3.51 -3.54
C31 0.21 -2.21 -3.62
O16 -0.37 -1.37 -3.00
C32 1.35 -1.73 -4.55
F22 2.38 -1.29 -3.80
F23 1.86 -2.69 -5.32
F24 0.92 -0.71 -5.30
H36 -0.75 -6.03 -3.34
H37 -2.05 -5.17 -4.27
H38 -2.34 -5.69 -2.60
H39 -0.83 -4.09 -1.76
H40 -1.97 -3.30 -2.86
C33 10.73 -1.74 -0.90
C34 10.55 -0.72 0.14
O17 11.36 -1.09 1.27
C35 10.78 -1.64 2.34
O18 9.60 -1.80 2.43
C36 11.75 -2.16 3.43
F25 11.30 -1.68 4.60
F26 11.77 -3.49 3.51
F27 12.99 -1.72 3.26
H41 10.52 -2.72 -0.48
H42 11.70 -1.70 -1.40
H43 10.09 -1.62 -1.78
H44 9.50 -0.58 0.42
H45 10.79 0.26 -0.29

Below is a molecular structure, C36H45F6MoN2O6S2Se in a non-equilibrium geometry, with properties calculated with ωB97M-V/def2-TZVPD.

As for the charge: +1. The calculation puts the HOMO energy at -11.4 eV.

CARTESIAN COORDINATES (ANGSTROEM)
Mo1 1.67 0.60 -1.02
C1 -4.35 -2.53 -0.20
C2 -3.64 -3.43 -1.23
C3 -4.46 -3.47 -2.52
C4 -3.56 -4.84 -0.65
C5 -2.27 -2.83 -1.52
C6 -2.18 -1.49 -1.86
C7 -0.94 -0.90 -2.01
Se1 -0.72 1.00 -2.40
C8 -1.21 1.92 -0.74
C9 -2.49 2.00 -0.25
C10 -2.72 2.64 0.97
C11 -1.64 3.28 1.57
C12 -0.34 3.27 1.06
C13 -0.12 2.53 -0.11
O1 1.10 2.27 -0.65
C14 0.81 4.01 1.72
C15 1.37 5.00 0.68
C16 0.39 4.80 2.97
C17 1.88 3.00 2.13
C18 -4.10 2.56 1.60
C19 -4.48 1.07 1.70
C20 -4.16 3.15 3.01
C21 -5.11 3.30 0.72
C22 0.26 -1.63 -1.93
O2 1.39 -0.91 -1.99
C23 0.18 -3.00 -1.67
C24 -1.08 -3.55 -1.45
C25 1.46 -3.82 -1.60
C26 2.23 -3.64 -2.92
C27 1.20 -5.32 -1.39
C28 2.31 -3.30 -0.42
H1 -5.27 -3.00 0.13
H2 -4.60 -1.57 -0.64
H3 -3.71 -2.36 0.66
H4 -5.43 -3.90 -2.33
H5 -3.96 -4.08 -3.27
H6 -4.60 -2.47 -2.93
H7 -4.56 -5.16 -0.37
H8 -2.94 -4.88 0.24
H9 -3.18 -5.56 -1.37
H10 -3.06 -0.87 -1.97
H11 -3.29 1.53 -0.80
H12 -1.81 3.82 2.48
H13 0.59 5.71 0.39
H14 1.72 4.49 -0.21
H15 2.20 5.56 1.11
H16 -0.39 5.52 2.74
H17 1.25 5.34 3.34
H18 0.05 4.13 3.76
H19 2.25 2.43 1.27
H20 1.47 2.28 2.85
H21 2.72 3.51 2.59
H22 -3.73 0.52 2.26
H23 -4.59 0.62 0.72
H24 -5.43 0.97 2.22
H25 -3.44 2.67 3.68
H26 -5.15 2.98 3.42
H27 -3.99 4.22 3.01
H28 -5.16 2.87 -0.27
H29 -4.84 4.35 0.64
H30 -6.10 3.23 1.17
H31 -1.14 -4.60 -1.19
H32 1.62 -3.96 -3.76
H33 3.14 -4.25 -2.90
H34 2.53 -2.60 -3.07
H35 0.57 -5.72 -2.18
H36 0.75 -5.52 -0.42
H37 2.15 -5.85 -1.42
H38 2.71 -2.31 -0.64
H39 3.14 -3.97 -0.24
H40 1.71 -3.24 0.48
F1 4.39 1.94 0.43
C29 5.02 2.15 -0.75
F2 6.31 2.06 -0.54
F3 4.67 3.35 -1.15
S1 4.24 0.80 -1.85
O3 3.07 1.50 -2.38
O4 3.69 -0.09 -0.80
N1 5.08 -0.01 -2.84
S2 5.98 0.98 -3.78
O5 5.85 2.25 -3.13
O6 5.75 0.86 -5.16
C30 7.67 0.28 -3.31
F4 8.66 1.09 -3.60
F5 7.62 0.11 -1.99
F6 7.87 -0.90 -3.87
N2 0.91 -0.06 0.39
C31 0.72 -0.42 1.66
C32 -0.55 -0.56 2.24
C33 -0.67 -0.90 3.58
C34 0.47 -1.10 4.35
C35 1.73 -0.95 3.79
C36 1.86 -0.63 2.46
H41 -1.42 -0.41 1.62
H42 -1.65 -1.01 4.01
H43 0.37 -1.38 5.39
H44 2.61 -1.06 4.40
H45 2.84 -0.53 1.99

| no. | molar mass (g mol⁻¹) | DFT total energy (eV) |
| --- | --- | --- |
| 1 | 905.20 | -277417.9980 |
| 2 | 1068.17 | -125597.1649 |
| 3 | 1278.68 | -148290.9529 |
| 4 | 954.79 | -158498.1722 |